P) 36
Properties=species:S:1:pos:R:3 method="wB97M-V/def2-TZVPD" total_charge=0 smiles=CCO.CCO.CCO.O.O.O lumo_energy_ev=0.056 gap_ev=9.5
O -0.98231 1.62572 -2.25148
H -1.68550 1.28561 -2.80473
H -0.69056 2.42149 -2.69630
O -1.07962 2.90125 0.20570
H -0.66839 2.31088 0.83704
H -1.21404 2.36274 -0.57416
O -0.43751 -0.57987 -0.81778
H -0.66519 0.19437 -1.33252
H -1.14127 -0.65508 -0.17335
C 2.48283 2.02101 1.73137
C 1.64328 0.95443 1.10301
O 0.36358 0.98713 1.68587
H 3.45651 2.07187 1.24408
H 2.68196 1.78812 2.77741
H 2.01925 2.99786 1.59375
H 2.16286 0.05286 1.42750
H 1.73680 0.94407 0.01708
H -0.05981 0.13208 1.57976
C -4.46284 -0.70950 0.16897
C -3.39299 0.11073 0.95057
O -2.37080 -0.79108 1.31934
H -5.26804 -0.03508 -0.12243
H -4.90086 -1.46622 0.81983
H -4.08228 -1.06706 -0.78781
H -3.86277 0.55748 1.82682
H -3.03343 0.95963 0.36904
H -2.73168 -1.41049 1.95785
C 3.72089 -2.75491 -1.23537
C 2.54798 -1.81007 -1.28445
O 1.65900 -2.13647 -0.20516
H 3.50313 -3.82283 -1.24973
H 4.41997 -2.56670 -0.42053
H 4.41463 -2.55504 -2.05201
H 2.07164 -1.81579 -2.26485
H 2.99769 -0.86025 -0.99512
H 0.84803 -1.64272 -0.34707


Q) 36
Properties=species:S:1:pos:R:3 method="wB97M-V/def2-TZVPD" total_charge=0 smiles=CC(C)O.CC(C)O.O.O.O.O lumo_energy_ev=0.283 gap_ev=10.0
O 0.22238 5.49302 -6.15896
H 0.28925 4.94837 -5.37467
H 1.06230 5.37793 -6.60340
O 0.31239 2.89674 -2.58778
H 0.83322 2.09802 -2.50398
H -0.59547 2.59363 -2.57554
O -3.56376 1.14861 -2.71465
H -4.14161 0.70414 -2.09435
H -3.89990 0.90052 -3.57587
O 6.33356 1.42077 -4.29768
H 5.86043 0.92705 -3.62787
H 7.16811 1.64487 -3.88594
C 1.80607 -1.59841 0.40972
C 3.16026 -1.39924 -0.36540
C 4.18164 -2.49020 -0.14472
O 2.83141 -1.25836 -1.74772
H 1.41239 -2.59139 0.19269
H 1.10635 -0.78766 0.20673
H 1.93082 -1.57049 1.49219
H 3.61551 -0.47591 -0.00720
H 4.37493 -2.74061 0.89837
H 5.05207 -2.36353 -0.78846
H 3.70632 -3.40946 -0.48696
H 2.24098 -1.97886 -1.97983
C -3.69139 0.65051 3.34367
C -3.89766 -0.82567 3.61968
C -3.32720 -1.28523 4.95795
O -5.22421 -1.17611 3.93392
H -2.83756 0.99102 3.92946
H -4.58450 1.26819 3.43808
H -3.33251 0.76129 2.32042
H -3.55046 -1.53751 2.87080
H -3.55652 -2.30984 5.25073
H -3.73010 -0.67598 5.76700
H -2.23928 -1.21987 4.94216
H -5.32826 -2.13036 3.94740


Which of them is the most stable? Correct choice: P).


P) 36
Properties=species:S:1:pos:R:3 method="wB97M-V/def2-TZVPD" total_charge=0 smiles=CC(C)O.CC(C)O.O.O.O.O lumo_energy_ev=0.109 gap_ev=10.0
C -3.18695 3.20953 -0.55874
C -3.23088 2.58318 0.81309
C -4.08340 1.35533 0.87036
O -1.98720 2.14943 1.24943
H -4.12474 3.37346 -1.08956
H -2.53198 2.59323 -1.17459
H -2.58688 4.11836 -0.51372
H -3.53300 3.34045 1.53653
H -4.18104 0.93378 1.87080
H -3.67820 0.56295 0.24105
H -5.11581 1.48760 0.54675
H -1.82317 1.48570 0.57552
C 2.37161 -1.63140 1.44452
C 3.50932 -1.68957 0.44967
C 3.56149 -3.03314 -0.38423
O 3.52959 -0.71235 -0.53379
H 2.58748 -2.46626 2.11122
H 1.42825 -1.85331 0.94560
H 2.21645 -0.72360 2.02756
H 4.46269 -1.82736 0.95980
H 3.66531 -3.91243 0.25153
H 4.42928 -2.98350 -1.04195
H 2.67897 -3.15795 -1.01165
H 2.76782 -0.82804 -1.10643
O -1.83280 -1.78225 0.91085
H -2.01708 -0.84574 0.98314
H -2.67685 -2.20571 1.06734
O 1.12582 -1.25944 -2.23779
H 0.92415 -2.15094 -2.52206
H 1.37368 -0.80169 -3.04108
O 2.22409 2.41983 -1.00275
H 2.94100 2.35190 -0.37214
H 1.59514 1.75441 -0.72366
O -0.33630 0.41134 -0.38638
H 0.18394 0.14513 -1.14449
H -0.64981 -0.41092 -0.00977


Q) 36
Properties=species:S:1:pos:R:3 method="wB97M-V/def2-TZVPD" total_charge=0 smiles=CO.CO.CO.CO.CO.CO lumo_energy_ev=0.189 gap_ev=9.7
C 0.02753 3.09445 0.33539
O -1.38851 3.18972 0.21673
H 0.12268 2.21134 0.93746
H 0.54443 3.95187 0.75835
H 0.37130 3.00572 -0.68281
H -1.65688 4.09279 -0.10083
C -1.63626 -0.59580 0.46065
O -2.10215 0.53259 1.21811
H -2.21372 -1.50382 0.70147
H -0.66588 -0.81357 0.71275
H -1.67808 -0.29381 -0.59223
H -1.98467 1.38132 0.79144
C 0.53623 -3.65438 0.09181
O 1.26424 -3.03199 1.10480
H -0.05989 -2.93656 -0.48237
H -0.25275 -4.41229 0.39520
H 1.22182 -4.08720 -0.62640
H 1.36747 -2.09982 0.90492
C 2.06261 -0.38189 -0.68619
O 1.04849 -0.84322 -1.55918
H 1.75685 0.61805 -0.33212
H 2.98042 -0.29525 -1.20270
H 2.33042 -1.10831 0.08285
H 0.71023 -0.10446 -1.98875
C 0.33232 -0.07774 3.31353
O 1.42503 -0.42047 2.49691
H -0.54793 -0.71883 3.26276
H 0.06801 0.93951 2.98557
H 0.60535 -0.11874 4.35256
H 2.09069 0.26776 2.59998
C -1.20671 0.37405 -3.34825
O -0.45534 1.21010 -2.52384
H -2.11147 0.98000 -3.57243
H -1.63258 -0.48061 -2.89294
H -0.72618 0.06053 -4.24730
H -0.54716 2.06896 -2.88489


R) 36
Properties=species:S:1:pos:R:3 method="wB97M-V/def2-TZVPD" total_charge=0 smiles=CO.CO.CO.CO.CO.CO lumo_energy_ev=0.271 gap_ev=10.1
C 5.66009 -17.14697 -14.80740
O 4.98919 -18.24421 -14.19546
H 5.12954 -16.74091 -15.66864
H 5.51006 -16.20070 -14.28762
H 6.69340 -17.27498 -15.12988
H 4.53661 -18.81286 -14.82268
C 10.74754 -21.14026 -12.16530
O 11.31061 -20.30519 -13.15557
H 11.25722 -22.05707 -11.86900
H 10.55852 -20.56773 -11.25723
H 9.79678 -21.51699 -12.54243
H 11.86540 -19.63198 -12.75483
C 8.39810 -22.81558 -15.08737
O 8.67014 -24.13841 -14.72006
H 7.93557 -22.68713 -16.06598
H 7.71487 -22.23881 -14.46396
H 9.26973 -22.17153 -15.20387
H 7.84831 -24.58509 -14.93612
C 6.82169 -20.75131 -11.59308
O 5.86826 -19.72144 -11.73799
H 7.28672 -20.93674 -10.62486
H 6.24602 -21.67531 -11.64727
H 7.55978 -20.71320 -12.39424
H 5.91782 -19.50867 -12.67280
C 8.04733 -24.01438 -11.18187
O 9.30020 -24.36148 -10.53930
H 7.67429 -24.75461 -11.88968
H 7.22151 -23.85930 -10.48756
H 8.24892 -23.18378 -11.85831
H 9.86248 -24.74152 -11.21828
C 2.91671 -15.72530 -11.92731
O 4.08906 -16.46336 -11.67252
H 2.10702 -16.13131 -11.32095
H 2.93526 -14.68685 -11.59659
H 2.67058 -15.82278 -12.98467
H 4.10357 -17.22469 -12.25713


S) 36
Properties=species:S:1:pos:R:3 method="wB97M-V/def2-TZVPD" total_charge=0 smiles=CCO.CCO.CCO.O.O.O lumo_energy_ev=0.362 gap_ev=10.5
O -4.32329 4.51029 -17.11178
H -4.85351 5.13332 -16.61486
H -4.70928 4.51173 -17.98770
O -7.29388 4.64284 -22.09853
H -6.63594 4.10802 -22.54271
H -8.12752 4.35722 -22.47228
O -6.52642 9.53320 -21.90927
H -6.65927 9.81949 -22.81294
H -6.64184 8.58344 -21.93899
C -13.02678 8.20442 -19.57080
C -14.37831 7.78305 -19.02098
O -15.42222 8.63470 -19.35062
H -12.99040 8.17642 -20.65983
H -12.21905 7.54496 -19.25335
H -12.79084 9.23845 -19.31938
H -14.37842 7.62435 -17.94259
H -14.61350 6.83455 -19.50382
H -16.14581 8.58296 -18.72186
C -1.01791 1.92589 -26.07148
C -2.48381 1.85143 -26.63305
O -3.58453 1.68360 -25.77240
H -0.82724 2.93598 -25.70891
H -0.20607 1.79827 -26.78753
H -0.96861 1.27189 -25.20087
H -2.55343 0.96193 -27.25918
H -2.72874 2.66261 -27.31869
H -3.65851 0.73560 -25.64040
C -11.26019 1.02487 -23.74453
C -12.12906 1.93280 -24.48171
O -11.63984 2.14809 -25.80320
H -11.28494 1.26369 -22.68130
H -10.18840 1.16500 -23.88500
H -11.48546 -0.02866 -23.91009
H -12.11940 2.87360 -23.93134
H -13.16162 1.58512 -24.51389
H -12.40764 2.31375 -26.35514


Which of them is the most stable? Correct choice: P).


P) 42
Properties=species:S:1:pos:R:3 method="wB97M-V/def2-TZVPD" total_charge=0 smiles="Cc1ccc2sc(NNC(=O)c3ccc4c(c3)OCCO4)nc2c1C" lumo_energy_ev=0.473 gap_ev=8.4
C 5.73447 -2.23735 4.30792
C 4.59448 -2.35000 3.34196
C 3.83062 -1.22460 3.03728
C 2.77770 -1.36603 2.13403
N 1.94052 -0.35573 1.73502
C 1.06289 -0.77225 0.89921
N 0.05901 -0.01600 0.39861
N 0.14938 1.37040 0.56042
C -0.60855 2.31401 -0.05343
O -0.33371 3.49022 0.07681
C -1.75500 1.82284 -0.86876
C -2.00752 2.45113 -2.08144
C -3.08095 2.06320 -2.86842
C -3.91458 1.02331 -2.43658
C -3.68672 0.43227 -1.19914
C -2.61917 0.82591 -0.41793
H -2.47534 0.37617 0.55221
H -4.36355 -0.34068 -0.87227
O -4.95940 0.56689 -3.19102
C -4.93044 1.01564 -4.52888
C -4.58693 2.50332 -4.57927
H -5.33071 3.06639 -3.99916
O -3.29837 2.72139 -4.04858
H -4.56610 2.87175 -5.60560
H -4.17686 0.45106 -5.09488
H -5.92097 0.82082 -4.94207
H -1.37305 3.25513 -2.41788
H 0.94405 1.65790 1.12120
H -0.39637 -0.31224 -0.45629
S 1.13762 -2.49527 0.46711
C 2.50423 -2.62076 1.55337
C 3.26049 -3.73335 1.85772
C 4.30221 -3.57910 2.75333
H 4.90706 -4.43819 3.00369
H 3.04450 -4.69005 1.40939
C 4.10897 0.11188 3.64891
H 4.04181 0.05693 4.73483
H 3.38877 0.83832 3.28573
H 5.11333 0.44802 3.39330
H 6.23134 -3.19572 4.43269
H 5.37890 -1.90124 5.28139
H 6.46496 -1.51036 3.95473


Q) 42
Properties=species:S:1:pos:R:3 method="wB97M-V/def2-TZVPD" total_charge=0 lumo_energy_ev=-0.961 gap_ev=7.2
C 3.85741 -4.28974 -1.20502
C 2.38367 -4.07923 -1.54272
C 1.74976 -3.30978 -0.67741
C 0.27876 -2.97617 -0.81803
C -0.50711 -3.42032 -2.02623
C 0.31375 -4.20819 -2.71451
C 1.61969 -4.46105 -2.38707
H 2.30827 -5.00821 -3.39097
H -0.08296 -4.56121 -3.71306
S -2.09424 -3.27756 -2.28052
C -2.38883 -1.92488 -1.04802
C -1.88182 -0.47085 -1.45283
C -2.29896 0.41232 -0.37417
O -2.27802 1.51122 -0.36808
O -1.88257 -0.14570 0.80690
C -1.84815 0.61233 2.21418
N -1.09592 1.68235 1.96851
N -1.53209 2.91473 2.34270
N -0.75497 3.90267 2.03946
C 0.47908 3.97067 1.77416
C 1.08312 5.29980 1.45432
C 2.47638 5.28404 1.21343
C 3.13987 4.04142 0.71814
C 2.44421 2.83055 0.98281
C 1.25012 2.90364 1.07105
C 0.38579 1.46966 1.40568
O 0.60731 0.42852 1.21255
H 3.02872 1.89619 0.47916
H 4.00160 4.12903 0.42131
H 2.84924 6.12688 0.96576
H 0.67519 6.12883 1.74254
H -2.83638 1.09547 2.20480
H -1.42827 -0.10352 2.86806
H -2.54983 -0.14308 -2.30503
H -0.96890 -0.69219 -1.55482
H -2.13720 -2.35416 -0.06702
H -3.67303 -1.89268 -1.35358
H -0.18067 -2.45281 0.20220
H 2.19256 -2.73511 0.30269
H 4.14636 -5.19001 -0.85873
H 4.34493 -4.15347 -2.05732
H 4.33554 -3.55960 -0.19100


Which of them is the most stable? Correct choice: P).


P) 42
Properties=species:S:1:pos:R:3 method="wB97M-V/def2-TZVPD" total_charge=0 smiles="CC(C)OC(=O)c1cccnc1SCc1cc(=O)n2ccccc2n1" lumo_energy_ev=0.047 gap_ev=8.2
O -1.63868 1.91464 -0.65926
O 1.75990 -3.94424 1.75263
N -1.18064 -1.49612 1.96204
N -0.74169 -2.09973 -2.28821
O -0.03174 2.53595 -2.24034
S -2.79125 -0.95782 -0.98519
C -0.76979 1.66855 -1.53576
C 0.62653 -3.46545 1.98745
C -0.22737 -1.51164 2.86389
C -0.15989 -0.28847 3.69652
C 0.68270 -0.42606 4.79445
C 1.53403 -1.62039 4.95088
C -0.44949 -3.52628 1.01319
C 1.51209 -2.64065 4.10462
C -1.33244 -2.46969 0.99688
C 0.57877 -2.22138 -2.62883
C -1.22648 -0.95439 -1.74797
C 1.31638 -1.07174 -2.78810
C 0.84604 0.13880 -2.40644
C -0.39886 0.21307 -1.78658
N 0.61962 -2.55408 2.98764
C -2.52202 -2.47720 0.10510
C 0.43345 4.42185 -3.53967
C 0.12190 4.72434 -1.03833
C -0.29934 3.93133 -2.28931
H -0.85171 0.54036 3.56325
H 0.66748 0.41964 5.54918
H 2.16087 -1.79333 5.84656
H -0.59254 -4.19498 0.21387
H 2.08942 -3.50359 4.39088
H 1.07549 -3.12907 -2.84253
H 2.34111 -1.26474 -3.15449
H 1.51457 0.91118 -2.44654
H -3.44030 -2.67622 0.69133
H -2.57133 -3.34975 -0.55174
H 0.16101 3.83152 -4.44285
H 1.50804 4.43184 -3.45890
H 0.08908 5.38989 -3.77473
H 0.03369 5.88747 -1.14885
H 1.22754 4.40514 -1.01631
H -0.32193 4.26551 -0.17953
H -1.35223 4.00591 -2.51994


Q) 42
Properties=species:S:1:pos:R:3 method="wB97M-V/def2-TZVPD" total_charge=0 smiles="Cc1ccc(S(=O)(=O)NNC(=O)c2ccccc2-n2cccc2)cc1" lumo_energy_ev=0.425 gap_ev=9.0
C 4.57850 2.39609 0.79949
C 3.88078 1.14807 0.35714
C 3.04704 1.15317 -0.75553
C 2.37499 0.00499 -1.13907
C 2.55028 -1.14889 -0.40477
C 3.38185 -1.18625 0.69671
C 4.04620 -0.03515 1.07348
H 4.69546 -0.04697 1.93611
H 3.49943 -2.11353 1.23466
S 1.61872 -2.61078 -0.82876
O 2.37952 -3.78654 -0.54713
O 1.02257 -2.43804 -2.12150
N 0.28732 -2.62317 0.25146
N -0.57189 -1.55841 -0.00935
C -0.37307 -0.34901 0.58808
O 0.43317 -0.21489 1.48955
C -1.20840 0.75383 0.03992
C -0.55830 1.95017 -0.24452
C -1.23114 2.99383 -0.85107
C -2.57264 2.85200 -1.16837
C -3.24266 1.68629 -0.84965
C -2.57561 0.62799 -0.23614
N -3.28842 -0.51437 0.13358
C -4.27307 -1.11523 -0.60190
C -4.75788 -2.17576 0.10479
C -4.05828 -2.21423 1.33164
C -3.16117 -1.18797 1.31744
H -2.46779 -0.86198 2.06695
H -4.20690 -2.91668 2.12708
H -5.52756 -2.85142 -0.21089
H -4.52444 -0.76382 -1.58304
H -4.29818 1.59203 -1.05490
H -3.10536 3.65995 -1.64649
H -0.71335 3.91314 -1.07632
H 0.48826 2.03374 0.00692
H -1.05488 -1.65971 -0.89050
H 0.59101 -2.58194 1.21952
H 1.72247 -0.01310 -1.99829
H 2.91898 2.06275 -1.32460
H 4.06438 2.81707 1.66357
H 5.60271 2.18042 1.09532
H 4.58737 3.14230 0.00941


Which of them is the most stable? Correct choice: Q).